# 1
18
Properties=species:S:1:pos:R:3:nbo_charge:R:1 method="wB97M-V/def2-TZVPD" e_above_lowest_ev=0.000 e_homo_ev=-9.1 orbital_gap_ev=9.526 lumo_energy_ev=0.389 total_charge=0 total_energy_ev=-17992.525
C 0.3387 0.1712 0.9800 -0.711
C 0.7607 2.5420 -0.6814 -0.250
C -1.1337 -2.5297 -0.2574 -0.252
C 1.0770 -0.1145 -0.2894 0.339
N 0.6567 -1.2052 -1.0091 -0.403
O 0.9500 1.3368 -1.3142 -0.631
O -0.7405 -1.4290 -1.0615 -0.388
I 3.2016 -0.2501 -0.0154 0.132
H -0.7167 0.3245 0.7546 0.243
H 0.4456 -0.6693 1.6637 0.236
H 0.7311 1.0612 1.4650 0.243
H -0.2211 2.6194 -0.1970 0.149
H 0.8075 3.2896 -1.4780 0.195
H 1.5524 2.7689 0.0457 0.153
H -0.3939 -3.3327 -0.2989 0.188
H -2.0748 -2.8740 -0.6804 0.197
H -1.2909 -2.2339 0.7847 0.168
H 1.0331 -1.2523 -1.9507 0.391


# 2
22
Properties=species:S:1:pos:R:3:nbo_charge:R:1 method="wB97M-V/def2-TZVPD" e_above_lowest_ev=4.920 e_homo_ev=-8.3 orbital_gap_ev=6.127 lumo_energy_ev=-2.198 total_charge=0 total_energy_ev=-20233.109
C 1.8919 -0.1008 -0.4369 -0.503
N 1.3120 0.5213 0.6636 -0.207
C 0.1560 0.0693 1.0775 -0.030
C -0.9360 1.1762 0.3241 -0.520
S -2.5826 0.7057 0.3540 -0.138
C -0.2427 -1.4100 0.7650 -0.269
N -1.4330 -1.7910 1.5036 -0.821
H 1.9842 -1.1839 -0.3861 0.218
H 1.2826 0.0401 -1.3354 0.259
H 2.8237 0.3437 -0.7953 0.215
H 2.7375 3.1346 -0.5852 -0.014
H -0.0133 0.2247 2.1488 0.232
H -0.7531 1.9917 0.9868 0.221
H -0.6224 1.5146 -0.6472 0.228
H 2.5518 2.8364 0.0706 0.012
H 0.5667 -1.9415 1.1401 0.197
H -0.3630 -1.5291 -0.2967 0.217
H -1.9597 -2.4201 0.9282 0.361
H -2.0310 -0.9753 1.5982 0.364
H -1.4102 -0.6247 -3.1234 0.476
H -1.8655 -0.1350 -1.7239 0.487
O -1.0938 -0.4467 -2.2303 -0.984


# 3
14
Properties=species:S:1:pos:R:3:nbo_charge:R:1 method="wB97M-V/def2-TZVPD" e_above_lowest_ev=1.456 e_homo_ev=-9.2 orbital_gap_ev=9.631 lumo_energy_ev=0.469 total_charge=0 total_energy_ev=-82419.061
C -3.0240 1.5327 -0.6775 -0.700
C -1.8999 1.4048 0.3186 -0.198
C -0.7163 0.8301 0.0884 -0.338
I -0.1246 0.1549 -1.8321 0.087
H -2.8045 1.2348 -1.6932 0.233
H -3.3692 2.5715 -0.9556 0.238
H -4.1253 1.1836 -0.5309 0.240
H -2.1214 1.6486 1.4188 0.227
H 0.1144 0.9662 0.7112 0.214
C 1.5454 -2.7589 -0.4467 -0.620
Br 3.4777 -2.8502 -0.1759 -0.062
H 1.2863 -3.6763 0.1284 0.228
H 1.3570 -1.8235 -0.0227 0.218
H 1.3825 -2.9069 -1.5577 0.231


# 4
81
Properties=species:S:1:pos:R:3:lowdin_charge:R:1 method="wB97M-V/def2-TZVPD" e_homo_ev=-7.2 orbital_gap_ev=8.249 lumo_energy_ev=1.090 total_charge=-1 total_energy_ev=-63912.449
N -2.0918 -1.4061 -2.0376 0.324
H -2.7184 -1.9604 -1.4712 0.105
H -1.6024 -0.7720 -1.4023 0.076
H -2.5847 -0.7859 -2.6697 0.149
H -1.3929 -1.9001 -2.5963 0.059
C -0.0368 0.1293 0.1305 -0.986
O 0.4809 -0.8951 -0.4267 -0.116
O -1.2517 0.3059 0.1554 -0.101
O 0.7234 1.0578 0.4283 -0.106
C 0.0076 -3.8221 -3.4089 -0.692
O -0.2551 -2.6239 -3.5978 -0.022
N -0.2767 -4.8536 -4.1869 0.181
N 0.5699 -4.1686 -2.2831 0.197
H -0.7678 -4.5775 -5.0242 0.121
H -0.1742 -5.8287 -3.9599 0.117
H 0.8290 -3.3649 -1.7296 0.095
H 0.8861 -5.1154 -2.1489 0.123
C 4.0482 -1.9629 -1.2883 -0.781
O 5.1287 -2.5403 -1.3587 0.003
N 3.0464 -2.5927 -0.7924 0.172
N 3.7824 -0.7460 -1.7280 0.173
H 2.2333 -2.0402 -0.5504 0.060
H 3.1574 -3.5504 -0.5024 0.123
H 4.5578 -0.3856 -2.2642 0.125
H 2.8422 -0.5373 -2.0422 0.054
C 1.5495 -2.1437 2.9123 -0.781
O 1.8900 -2.8592 3.8316 0.025
N 0.4278 -2.1646 2.2468 0.181
N 2.4149 -1.3365 2.3314 0.177
H -0.1614 -2.9388 2.5172 0.111
H 0.2886 -1.7801 1.3208 0.054
H 3.3260 -1.5336 2.7173 0.121
H 2.1458 -0.5913 1.7114 0.059
C 3.9150 2.3390 1.0184 -0.746
O 5.0777 2.7436 1.1252 -0.004
N 3.6653 1.0644 0.6530 0.156
N 2.8493 2.9512 1.3916 0.183
H 4.4214 0.5266 0.2619 0.095
H 2.7069 0.7605 0.5347 0.042
H 2.0438 2.4853 0.9990 0.053
H 2.9195 3.9482 1.5242 0.123
C -1.0452 4.1303 -0.6944 -0.758
O -1.3125 5.3160 -0.8689 0.012
N -1.8364 3.0940 -0.9652 0.186
N 0.1159 3.7318 -0.2790 0.150
H -2.8034 3.2209 -1.2176 0.115
H -1.4730 2.3075 -0.4462 0.051
H 0.3776 2.7520 -0.2607 0.040
H 0.7956 4.4654 -0.1494 0.123
C -3.2257 -2.3381 2.1130 -0.773
O -3.9373 -3.2865 2.4238 0.020
N -2.8644 -1.3710 2.9010 0.186
N -2.7123 -2.1058 0.9354 0.157
H -3.3216 -1.2999 3.7972 0.132
H -2.6516 -0.5497 2.3566 0.075
H -2.3188 -1.1846 0.7919 0.045
H -2.7819 -2.7697 0.1822 0.097
C -4.5152 1.6196 0.8992 -0.749
O -5.6821 1.9697 1.0023 0.021
N -3.5020 1.9672 1.6606 0.182
N -4.0799 0.8071 -0.0701 0.149
H -2.5490 1.7295 1.4323 0.066
H -3.7992 2.6351 2.3564 0.127
H -3.0727 0.7762 -0.1304 0.030
H -4.7254 0.2663 -0.6218 0.108
C -0.6450 2.4074 3.8553 -0.756
O -1.0675 2.4296 4.9931 0.017
N -0.6114 3.4860 3.1051 0.169
N -0.2731 1.2771 3.2177 0.185
H -0.0350 3.5196 2.2780 0.075
H -0.9285 4.3384 3.5393 0.116
H -0.0414 1.3354 2.2358 0.046
H -0.5758 0.4067 3.6266 0.098
C 1.0735 1.1634 -3.5644 -0.732
O 0.7059 1.3462 -4.7177 0.010
N 1.2502 -0.0800 -3.1155 0.147
N 1.1181 2.0830 -2.6463 0.199
H 1.1292 -0.2153 -2.1196 0.049
H 1.0281 -0.8358 -3.7442 0.092
H 1.2476 1.8550 -1.6717 0.073
H 0.9253 3.0654 -2.7611 0.119


# 5
12
Properties=species:S:1:pos:R:3:lowdin_spin:R:1 method="wB97M-V/def2-TZVPD" multiplicity=2 e_above_lowest_ev=1.298 e_homo_ev="-13.5 / -13.5" orbital_gap_ev="7.275 / 7.300" s_squared=0.751 lumo_energy_ev="-6.205 / -6.180" total_charge=+1 total_energy_ev=-43308.671
N -0.3860 0.1635 1.1597 -0.001
S -0.3196 0.7162 -0.2904 0.000
O 0.5563 0.0057 -1.2776 -0.004
O -0.9223 2.0029 -0.5615 0.000
C -1.9800 -0.4657 -0.0915 -0.001
F -2.8121 -0.1155 0.8893 0.000
F -2.6702 -0.1927 -1.2036 0.000
F -1.8077 -1.7848 -0.1049 0.000
F 4.8071 -0.7174 -1.0481 -0.012
Ce 2.8020 -0.4998 -0.5974 1.021
O 1.2677 0.2670 1.1239 -0.004
H 1.4649 0.6206 2.0021 0.000


# 6
17
Properties=species:S:1:pos:R:3:nbo_charge:R:1 method="wB97M-V/def2-TZVPD" smiles="C=CC.NCO" e_above_lowest_ev=2.050 e_homo_ev=-9.3 orbital_gap_ev=10.323 lumo_energy_ev=1.048 total_charge=0 total_energy_ev=-7862.504
C 0.1678 -1.2115 1.8661 -0.393
C -0.5417 -1.8958 0.9864 -0.182
C -1.9025 -1.4844 0.5472 -0.676
H 1.1834 -1.4946 2.1057 0.199
H -0.2382 -0.3551 2.3907 0.186
H -0.1646 -2.8043 0.5386 0.199
H -2.4847 -0.7536 1.0991 0.220
H -2.0030 -1.4052 -0.5077 0.224
H -2.5377 -2.3812 0.5705 0.219
N 1.6585 1.2936 -0.2723 -0.862
C 0.9603 1.3404 -1.5685 0.107
O -0.4099 1.5196 -1.3468 -0.722
H 1.1995 1.9715 0.3294 0.355
H 2.6219 1.5972 -0.3368 0.358
H 1.3714 2.1104 -2.2133 0.150
H 1.0827 0.3497 -2.0147 0.141
H -0.6884 0.9568 -0.6123 0.476


# 7
14
Properties=species:S:1:pos:R:3:nbo_charge:R:1 method="wB97M-V/def2-TZVPD" e_above_lowest_ev=6.196 e_homo_ev="-9.2 / -9.0" orbital_gap_ev="7.651 / 8.148" lumo_energy_ev="-1.540 / -0.821" total_charge=0 total_energy_ev=-9841.084
C -1.5191 0.0299 -0.6233 -0.671
C -0.4692 0.5768 0.3201 0.561
N -0.7109 1.5736 1.1812 -0.423
O 0.0598 -0.2173 1.2608 -0.467
C 1.8355 -0.8514 0.4841 -0.308
C 1.3926 -0.3195 -0.7166 0.245
O 0.8273 0.8430 -0.7394 -0.546
H -2.4128 -0.2399 -0.0510 0.224
H -1.7771 0.7814 -1.3730 0.229
H -1.1611 -0.8674 -1.1323 0.224
H -1.7223 1.7447 1.2186 0.325
H 2.2261 -0.2061 1.2576 0.237
H 2.1071 -1.9026 0.5290 0.210
H 1.3242 -0.9452 -1.6158 0.160


# 8
8
Properties=species:S:1:pos:R:3:nbo_charge:R:1 method="wB97M-V/def2-TZVPD" e_above_lowest_ev=0.000 e_homo_ev=-14.4 orbital_gap_ev=8.871 lumo_energy_ev=-5.483 total_charge=+1 total_energy_ev=-15102.817
C 0.1565 -0.4492 0.7448 0.617
C 0.9848 -0.0679 -0.2345 -0.090
O 0.5062 1.1424 -0.7228 -0.431
C -0.6374 1.5194 -0.1682 0.455
O -0.9082 0.3600 0.8107 -0.541
F 0.3353 -1.2847 1.7357 -0.246
H 1.9516 -0.4296 -0.5587 0.260
In -2.3888 -0.7905 -1.6071 0.975


# 9
9
Properties=species:S:1:pos:R:3:nbo_charge:R:1 method="wB97M-V/def2-TZVPD" smiles="O=[SiH]Br.[SiH3]Br" e_above_lowest_ev=2.978 e_homo_ev=-10.7 orbital_gap_ev=10.662 lumo_energy_ev=-0.013 total_charge=0 total_energy_ev=-157953.733
O 1.0072 1.5937 -0.3373 -1.178
Si 1.8668 0.4290 -0.7728 1.689
Br 2.8530 -0.6571 0.8867 -0.347
H 2.2682 -0.2302 -1.8709 -0.226
Si -1.6774 -0.0593 0.5719 0.829
Br -0.7584 -1.2683 -0.9986 -0.324
H -0.9311 1.1504 0.6956 -0.099
H -3.0246 -0.0702 0.1515 -0.164
H -1.6038 -0.8880 1.6740 -0.181


# 10
8
Properties=species:S:1:pos:R:3:nbo_charge:R:1 method="wB97M-V/def2-TZVPD" e_above_lowest_ev=3.378 e_homo_ev=-7.8 orbital_gap_ev=8.599 lumo_energy_ev=0.757 total_charge=0 total_energy_ev=-16147.700
C -0.5151 0.6436 0.3171 0.200
C 1.3620 -0.7436 -0.1762 -0.478
N -1.3009 0.6676 -0.6067 -0.644
Cl 2.7464 0.2432 -0.0379 -0.015
H -0.3251 1.1201 1.2628 0.168
H 1.2554 -1.4649 0.6166 0.197
H 1.0991 -1.0314 -1.1752 0.203
H -2.1326 1.2568 -0.6444 0.370


# 11
23
Properties=species:S:1:pos:R:3:nbo_charge:R:1 method="wB97M-V/def2-TZVPD" e_above_lowest_ev=1.781 e_homo_ev=-14.5 orbital_gap_ev=11.833 lumo_energy_ev=-2.714 total_charge=+1 total_energy_ev=-12006.805
C -3.3719 1.1765 0.0650 -0.637
C -2.1654 1.0353 0.9564 -0.220
N -0.7007 1.0784 0.2739 -0.734
H -3.6041 0.4338 -0.5968 0.227
H -4.2657 1.2740 0.6692 0.256
H -3.2780 2.1380 -0.5934 0.210
H -2.0993 1.7144 1.8395 0.232
H -2.3324 -0.0500 1.1921 0.225
H -0.0913 0.4061 0.7691 0.487
H -0.3525 2.0632 0.2324 0.421
H -0.8147 0.8330 -0.7810 0.459
H 3.5331 -0.5106 1.1206 0.496
H 3.7755 -2.0585 1.5814 0.500
O 3.1106 -1.4072 1.3005 -0.981
H 1.5129 0.1039 -1.5864 0.501
H 0.7225 -1.3268 -1.4703 0.515
O 0.7553 -0.4075 -1.1846 -1.002
H 2.3556 -2.0487 -3.9066 0.489
H 3.0005 -0.7295 -3.4903 0.477
O 2.4107 -1.4942 -3.0391 -0.964
H 1.2605 -1.1489 1.8888 0.537
H 0.0848 -0.6482 2.7603 0.486
O 0.5538 -0.4265 1.9993 -0.977


# 12
104
Properties=species:S:1:pos:R:3:lowdin_spin:R:1 method="wB97M-V/def2-TZVPD" multiplicity=5 e_above_lowest_ev=0.000 e_homo_ev="-16.4 / -16.6" orbital_gap_ev="6.335 / 8.061" s_squared=6.214 lumo_energy_ev="-10.087 / -8.535" total_charge=+3 total_energy_ev=-130531.184
Mn -2.9360 -0.2611 0.3467 4.055
C -0.6407 -0.7555 5.2879 0.002
C 0.0712 -0.8024 3.9778 0.004
C 1.3701 -1.2040 3.8677 0.002
C 2.0896 -1.2031 2.6331 0.001
N 1.3936 -0.8087 1.5993 0.002
N 0.0887 -0.4806 1.6774 0.011
B 0.6750 -0.3272 0.2988 0.002
N 0.9374 1.0870 -0.1766 0.005
N 2.1938 1.5145 0.0332 0.003
C 2.5178 2.7006 -0.4342 0.001
C 1.5597 3.4858 -1.1172 0.001
C 0.2793 3.0498 -1.3173 0.002
C -0.7389 3.8683 -2.0422 0.001
C -0.0279 1.7642 -0.8011 0.012
S -1.6044 1.0749 -1.0917 0.023
C 3.9652 3.1336 -0.2275 0.000
C 4.8622 2.1838 -1.0318 0.000
C 4.2986 3.0302 1.2633 0.000
C 4.1898 4.5688 -0.7030 0.000
N 0.4792 -1.3342 -0.8247 -0.005
N 1.5383 -1.1835 -1.6303 -0.005
C 1.6617 -1.9867 -2.6653 -0.002
C 0.6959 -2.9895 -2.8855 0.000
C -0.3881 -3.1408 -2.0580 -0.005
C -1.4137 -4.2017 -2.3129 0.000
C -0.4966 -2.2286 -0.9807 0.004
S -1.8405 -2.3334 0.1501 -0.052
C 2.8805 -1.7527 -3.5466 0.000
C 4.1372 -1.9806 -2.6969 0.000
C 2.8870 -2.7008 -4.7443 0.000
C 2.8457 -0.2992 -4.0377 0.000
C -0.6371 -0.4135 2.7718 0.016
S -2.2461 0.0950 2.7297 0.066
C 3.5278 -1.6301 2.5016 0.000
C 3.6232 -3.0979 2.9502 0.000
C 4.3737 -0.7467 3.4332 0.000
C 3.9891 -1.4920 1.0548 0.000
H 0.0122 -1.0719 6.0966 0.000
H -1.5211 -1.3998 5.2621 0.001
H -0.9916 0.2586 5.4874 0.001
H 1.9031 -1.5171 4.7550 0.000
H 1.8471 4.4591 -1.4895 0.000
H -0.3026 4.8055 -2.3784 0.000
H -1.5860 4.0854 -1.3897 0.000
H -1.1235 3.3305 -2.9095 0.000
H 4.7228 1.1475 -0.7220 0.000
H 5.9063 2.4511 -0.8697 0.000
H 4.6624 2.2551 -2.1028 0.000
H 4.1956 2.0031 1.6085 0.000
H 3.6539 3.6718 1.8662 0.000
H 5.3296 3.3414 1.4294 0.000
H 4.0091 4.6843 -1.7733 0.000
H 5.2295 4.8416 -0.5268 0.000
H 3.5718 5.2864 -0.1598 0.000
H 0.8108 -3.6536 -3.7313 0.000
H -1.0044 -4.9652 -2.9706 0.000
H -2.2891 -3.7697 -2.8025 0.000
H -1.7428 -4.6769 -1.3913 0.000
H 4.1951 -3.0071 -2.3293 0.000
H 4.1651 -1.2991 -1.8460 0.000
H 5.0226 -1.7983 -3.3055 0.000
H 2.9567 -3.7481 -4.4446 0.000
H 3.7606 -2.4890 -5.3596 0.000
H 2.0092 -2.5711 -5.3806 0.000
H 2.8335 0.4007 -3.2009 0.000
H 1.9780 -0.1071 -4.6713 0.000
H 3.7402 -0.1031 -4.6287 0.000
H 3.3515 -3.2332 3.9970 0.000
H 4.6563 -3.4267 2.8400 0.000
H 2.9966 -3.7493 2.3388 0.000
H 4.0726 -0.8411 4.4767 0.000
H 4.3192 0.3040 3.1534 0.000
H 5.4141 -1.0639 3.3662 0.000
H 3.4310 -2.1578 0.3917 0.000
H 5.0398 -1.7727 0.9881 0.000
H 3.8854 -0.4690 0.6875 0.000
F -8.1052 4.2598 -0.6141 0.000
C -7.1699 4.5029 0.3067 0.000
F -6.5363 5.6338 -0.0135 0.000
F -7.7562 4.6577 1.4923 0.000
C -6.1704 3.3578 0.3446 0.006
C -5.6839 2.8777 1.5463 -0.002
C -4.7658 1.8445 1.5253 0.007
N -4.3257 1.2977 0.3818 -0.017
C -4.7988 1.7768 -0.7829 0.009
C -5.7208 2.7980 -0.8427 -0.001
H -6.0117 3.2896 2.4905 0.000
H -4.3731 1.4487 2.4498 0.000
H -4.4150 1.3283 -1.6914 0.002
H -6.0806 3.1473 -1.8012 0.000
C -5.0595 -3.0164 -0.8124 -0.012
P -4.9104 -1.7667 0.4800 -0.101
C -4.7800 -2.6286 2.0586 -0.009
C -6.5043 -0.9168 0.4841 -0.017
H -6.0043 -3.5432 -0.6622 -0.004
H -4.2343 -3.7216 -0.7561 0.001
H -5.0692 -2.5525 -1.7986 0.000
H -5.6282 -3.3096 2.1616 -0.004
H -4.7922 -1.9185 2.8852 0.000
H -3.8551 -3.2037 2.1036 0.000
H -7.2803 -1.6718 0.6303 -0.005
H -6.6820 -0.4190 -0.4685 0.000
H -6.5690 -0.1896 1.2910 0.000